A:
Here is the molecule C7H9N3 from the OMol25 dataset. Energies are from ωB97M-V with the def2-TZVPD basis set.

Structure (XYZ):
```
19
C7H9N3 ωB97M-V with the def2-TZVPD basis set
C -2.537 0.775 -0.102
C -2.656 -0.634 -0.052
C -1.150 1.227 -0.243
C -1.566 -1.487 -0.159
C -0.006 0.503 -0.363
C -0.268 -0.942 -0.345
C 1.333 0.817 -0.905
N 0.936 -1.656 -0.353
N 2.428 -0.039 -0.528
N 2.876 -0.179 0.677
H -3.346 1.500 -0.124
H -3.650 -1.150 0.039
H -1.057 2.343 -0.139
H -1.646 -2.598 0.033
H 1.246 0.679 -2.012
H 1.633 1.840 -0.572
H 1.064 -2.458 -0.976
H 2.591 0.454 1.422
H 3.848 -0.478 0.729
```

Net charge   0
HOMO energy (spin up / spin down)   -7.4 / -7.2 eV
Molar mass   135.17 g mol⁻¹
Kohn-Sham gap (spin up / spin down)   7.81 / 7.11 eV

Atom charges from the Mulliken analysis, given in e for atoms 1 to 4:
1 C -1.027
2 C 0.046
3 C -0.269
4 C -0.841

***

B:
Here is the molecule C7H9N3 from the OMol25 dataset. Energies are from ωB97M-V with the def2-TZVPD basis set.

Structure (XYZ):
```
19
C7H9N3 ωB97M-V with the def2-TZVPD basis set
C -1.556 -3.227 0.232
C -0.911 -2.695 -0.800
C 0.065 -1.498 -0.718
C 0.038 0.870 -0.010
C 1.937 2.052 0.007
C 1.301 3.121 0.593
C -0.056 2.882 0.888
H -2.273 -4.242 0.091
H -1.482 -3.054 1.161
H -1.074 -3.152 -1.835
H 0.659 -1.837 0.073
H 0.658 -1.334 -1.741
H -1.584 -0.250 0.021
H 3.004 2.188 -0.217
H 1.921 4.141 0.897
H -0.636 3.690 1.317
N -0.637 -0.357 -0.295
N 1.349 0.852 -0.259
N -0.722 1.848 0.593
```

Net charge   0
HOMO energy   -8.5 eV
Molar mass   135.17 g mol⁻¹
Kohn-Sham gap   9.51 eV
SMILES   C=CCNc1ncccn1

Atom charges from the Mulliken analysis, given in e for atoms 1 to 4:
1 C -0.799
2 C -0.250
3 C -0.218
4 C 0.350

***

B ends up most stable, edging out the next structure by 2.071 eV.

***

A:
Here is a cluster of 2 separate species, C7H9N3 in total from the OMol25 dataset. Energies are from ωB97M-V with the def2-TZVPD basis set.

Structure (XYZ):
```
19
C7H9N3 ωB97M-V with the def2-TZVPD basis set
C 2.175 0.563 0.251
C -2.451 0.303 0.220
C -2.114 -1.084 0.380
C -1.173 0.838 -0.072
C -0.684 2.278 -0.249
C 1.801 -1.940 0.083
C 1.806 -0.577 -0.427
N 2.457 1.605 0.673
N -0.796 -1.315 0.254
N -0.331 -0.175 -0.072
H -3.294 0.868 0.063
H -2.753 -1.842 0.939
H -0.641 2.619 -1.324
H -1.387 3.007 0.059
H 0.284 2.288 0.303
H 2.301 -2.135 1.058
H 2.224 -2.635 -0.763
H 0.714 -2.157 0.137
H 1.864 -0.509 -1.514
```

Net charge   0
HOMO energy   -8.9 eV
Molar mass   135.17 g mol⁻¹
Kohn-Sham gap   7.70 eV

Atom charges from the Mulliken analysis, given in e for atoms 1 to 4:
1 C 0.201
2 C -0.649
3 C -0.415
4 C 0.395

***

B:
Here is a structure of composition C7H9N3 from the OMol25 dataset. Energies are from ωB97M-V with the def2-TZVPD basis set.

Structure (XYZ):
```
19
C7H9N3 ωB97M-V with the def2-TZVPD basis set
C 0.806 1.645 1.085
C 0.192 0.300 0.571
C -0.558 -0.511 1.381
C -1.210 -1.537 0.886
C -1.071 -1.922 -0.549
C -0.226 -1.172 -1.257
C 0.471 0.051 -0.774
H 0.871 2.567 -1.002
H 1.832 3.279 0.819
H 0.532 1.331 2.926
H -1.006 0.060 2.381
H -1.797 -2.310 1.804
H -1.615 -2.608 -0.657
H -0.808 -2.001 -2.884
H 0.163 -0.626 -3.303
H 1.098 0.425 -1.491
N 1.437 2.432 0.214
N 0.811 2.070 2.429
N 0.079 -1.472 -2.580
```

Net charge   0
HOMO energy   -8.6 eV
Molar mass   135.17 g mol⁻¹
Kohn-Sham gap   8.68 eV

Atom charges from the Mulliken analysis, given in e for atoms 1 to 4:
1 C 0.382
2 C 1.021
3 C -0.659
4 C -0.168

***

C:
Here is a structure of composition C7H9N3 from the OMol25 dataset. Energies are from ωB97M-V with the def2-TZVPD basis set.

Structure (XYZ):
```
19
C7H9N3 ωB97M-V with the def2-TZVPD basis set
C 0.979 -0.198 -3.826
C 0.047 0.411 0.577
C 0.650 -0.630 1.263
C -0.049 -1.029 2.468
C -1.167 -0.501 2.855
C -1.806 0.501 2.271
C -1.175 1.046 1.116
H 0.603 0.408 -4.463
H 0.280 -1.058 -3.659
H 1.709 -0.552 -4.090
H 1.620 1.453 -0.357
H 1.402 -1.060 0.818
H 0.505 -1.984 3.139
H -1.780 -1.093 3.920
H -2.499 0.918 2.690
H -1.642 1.884 0.250
N 1.240 0.476 -2.603
N 0.483 0.127 -1.744
N 0.601 0.882 -0.625
```

Net charge   0
HOMO energy   -9.3 eV
Molar mass   135.17 g mol⁻¹
Kohn-Sham gap   10.24 eV

Atom charges from the Mulliken analysis, given in e for atoms 1 to 4:
1 C -0.887
2 C 0.031
3 C -0.464
4 C -0.238

***

A ends up most stable, edging out the next structure by 1.443 eV.

***

A:
Here is a cluster of 2 separate species, C3H2OS in total from the OMol25 dataset. Energies are from ωB97M-V with the def2-TZVPD basis set.

Structure (XYZ):
```
7
C3H2OS ωB97M-V with the def2-TZVPD basis set
C 0.464 -1.232 0.204
C 0.134 -0.462 -0.857
C -0.830 -0.625 0.160
O -0.176 2.426 0.176
S -0.947 2.121 1.327
H 0.979 -1.868 0.899
H 0.377 -0.361 -1.908
```

Net charge   0
HOMO energy (spin up / spin down)   -8.3 / -8.6 eV
Molar mass   86.11 g mol⁻¹
Kohn-Sham gap (spin up / spin down)   7.41 / 7.63 eV
SMILES   C1=CC=1.O=S

Atom charges from the Mulliken analysis, given in e for atoms 1 to 4:
1 C 0.151
2 C -0.043
3 C -0.770
4 O -0.277

***

B:
Here is the molecule C3H2OS from the OMol25 dataset. Energies are from ωB97M-V with the def2-TZVPD basis set.

Structure (XYZ):
```
7
C3H2OS ωB97M-V with the def2-TZVPD basis set
C 2.226 0.851 0.005
C -0.673 0.865 0.057
C 0.535 1.030 0.008
O 3.322 1.405 -0.263
S -2.329 1.232 0.028
H 2.444 -0.231 0.364
H -2.835 0.074 0.674
```

Net charge   0
HOMO energy   -9.6 eV
Molar mass   86.11 g mol⁻¹
Kohn-Sham gap   9.48 eV
SMILES   O=CC#CS

Atom charges from the Mulliken analysis, given in e for atoms 1 to 4:
1 C 0.075
2 C 0.222
3 C -0.056
4 O -0.427

***

B ends up most stable, edging out the next structure by 2.456 eV.

***

A:
Here is the molecule C3H2OS from the OMol25 dataset. Energies are from ωB97M-V with the def2-TZVPD basis set.

Structure (XYZ):
```
7
C3H2OS ωB97M-V with the def2-TZVPD basis set
C -0.844 0.032 -0.038
C 0.635 -0.468 -0.066
C 1.786 -0.850 -0.060
H -1.507 1.889 0.302
H 2.767 -1.043 0.038
O -0.754 1.419 -0.116
S -2.085 -0.978 -0.060
```

Net charge   0
HOMO energy   -9.5 eV
Molar mass   86.12 g mol⁻¹
Kohn-Sham gap   8.93 eV
SMILES   C#CC(O)=S

Atom charges from the Mulliken analysis, given in e for atoms 1 to 4:
1 C 0.153
2 C -0.564
3 C 0.228
4 H 0.343

***

B:
Here is the molecule C3H2OS from the OMol25 dataset. Energies are from ωB97M-V with the def2-TZVPD basis set.

Structure (XYZ):
```
7
C3H2OS ωB97M-V with the def2-TZVPD basis set
C -0.098 0.565 0.008
C 1.338 0.267 0.130
C 2.198 -0.555 -0.021
H -2.205 -0.216 0.211
H 2.950 -1.315 -0.252
O -0.469 1.732 -0.056
S -1.101 -0.874 -0.013
```

Net charge   0
HOMO energy   -10.4 eV
Molar mass   86.12 g mol⁻¹
Kohn-Sham gap   10.46 eV
SMILES   C#CC(=O)S

Atom charges from the Mulliken analysis, given in e for atoms 1 to 4:
1 C 0.546
2 C -0.295
3 C -0.085
4 H 0.155

***

B ends up most stable, edging out the next structure by 0.253 eV.

***

A:
Here is a cluster of 2 separate species, C8H10NO3 in total from the OMol25 dataset. Energies are from ωB97M-V with the def2-TZVPD basis set.

Structure (XYZ):
```
22
C8H10NO3 ωB97M-V with the def2-TZVPD basis set
C -3.067 0.462 -0.471
C -3.059 -0.227 0.762
C -1.931 0.593 -1.220
C -1.904 -0.864 1.189
C -0.847 -0.136 -0.882
C -0.810 -0.948 0.299
C 2.561 0.440 -0.120
C 2.827 1.835 -0.686
N 0.338 -1.705 0.367
O 1.525 0.252 0.531
O 0.577 -2.442 1.404
O 3.520 -0.443 -0.146
H -4.020 0.878 -0.767
H -4.007 -0.113 1.330
H -1.921 1.217 -1.994
H -1.848 -1.404 2.172
H 0.074 -0.182 -1.480
H 1.905 2.342 -0.655
H 3.635 2.249 -0.070
H 3.224 1.805 -1.781
H -0.105 -2.284 2.061
H 3.334 -1.324 0.157
```

Net charge   +1
HOMO energy (spin up / spin down)   -14.0 / -14.0 eV
Molar mass   168.17 g mol⁻¹
Kohn-Sham gap (spin up / spin down)   7.52 / 7.52 eV

Atom charges from the Mulliken analysis, given in e for atoms 1 to 4:
1 C -0.151
2 C -0.821
3 C -0.968
4 C -0.470

***

B:
Here is the ion C8H10NO3 with charge +1 from the OMol25 dataset. Energies are from ωB97M-V with the def2-TZVPD basis set.

Structure (XYZ):
```
22
C8H10NO3 ωB97M-V with the def2-TZVPD basis set
C 2.775 -1.045 0.475
C 1.647 -2.043 0.541
O 0.672 -1.831 -0.532
C -0.206 -0.863 -0.375
C -0.008 0.461 -0.692
C -1.053 1.356 -0.528
C -0.857 2.780 -0.988
O -0.893 3.043 -2.149
O -0.586 3.686 -0.038
C -2.290 0.921 -0.043
C -2.446 -0.397 0.254
N -1.411 -1.246 0.095
H 3.618 -1.415 1.049
H 2.488 -0.073 0.873
H 3.086 -0.907 -0.558
H 1.122 -2.006 1.494
H 1.997 -3.055 0.382
H 0.948 0.762 -1.093
H -0.571 3.307 0.849
H -3.114 1.606 0.073
H -3.372 -0.813 0.614
H -1.546 -2.229 0.298
```

Net charge   +1
HOMO energy   -14.5 eV
Molar mass   168.17 g mol⁻¹
Kohn-Sham gap   9.66 eV
SMILES   CCOc1cc(C(=O)O)cc[nH+]1

Atom charges from the Mulliken analysis, given in e for atoms 1 to 4:
1 C -1.189
2 C -0.139
3 O -0.413
4 C -0.249

***

B ends up most stable, edging out the next structure by 3.608 eV.

***

A:
Here is a cluster of 10 separate species, H22NO9 in total from the OMol25 dataset. Energies are from ωB97M-V with the def2-TZVPD basis set.

Structure (XYZ):
```
32
H22NO9 ωB97M-V with the def2-TZVPD basis set
N 22.543 26.554 38.242
H 22.760 26.759 37.268
H 23.113 26.940 38.962
H 22.552 25.662 38.274
H 21.541 26.682 38.309
O 22.587 26.298 33.919
H 23.272 26.824 34.507
H 22.989 25.415 33.880
O 22.249 23.256 37.124
H 22.726 23.096 36.259
H 22.957 22.845 37.588
O 20.889 28.485 36.520
H 21.382 28.721 35.824
H 20.103 28.258 36.180
O 25.346 25.103 39.312
H 25.714 25.326 40.191
H 25.336 24.215 39.355
O 19.949 24.829 36.812
H 20.009 24.961 35.956
H 20.425 23.910 36.938
O 21.605 25.810 41.085
H 22.027 25.149 41.565
H 21.609 26.568 41.612
O 24.497 27.508 35.433
H 24.510 28.383 35.340
H 25.088 27.269 34.769
O 19.137 25.706 39.848
H 18.914 26.710 39.708
H 19.685 25.809 40.622
O 22.964 29.268 39.920
H 23.702 29.604 40.314
H 22.157 29.852 40.266
```

Net charge   +1
HOMO energy   -13.5 eV
Molar mass   180.17 g mol⁻¹
Kohn-Sham gap   10.50 eV

Atom charges from the Mulliken analysis, given in e for atoms 1 to 4:
1 N -0.142
2 H 0.140
3 H 0.323
4 H 0.317

***

B:
Here is a cluster of 10 separate species, H22NO9 in total from the OMol25 dataset. Energies are from ωB97M-V with the def2-TZVPD basis set.

Structure (XYZ):
```
32
H22NO9 ωB97M-V with the def2-TZVPD basis set
N 0.028 -0.165 0.245
H -0.494 0.236 1.028
H 0.961 -0.193 0.395
H -0.088 0.553 -0.567
H -0.509 -1.046 0.228
O 1.390 2.700 -0.840
H 2.038 2.002 -0.966
H 1.581 2.669 0.090
O -0.048 -0.447 -2.914
H 0.315 -0.671 -3.774
H -1.061 -0.822 -2.794
O 1.859 2.100 1.660
H 2.384 2.819 1.835
H 2.051 1.448 2.326
O 0.373 -2.057 2.420
H 0.099 -2.772 2.996
H 1.178 -1.968 2.829
O -1.540 -2.911 -1.966
H -2.275 -2.645 -1.443
H -0.693 -3.332 -1.791
O -1.576 2.787 0.573
H -1.406 3.498 1.230
H -2.587 2.638 0.451
O -0.283 2.188 -3.010
H -0.098 1.205 -2.887
H 0.226 2.598 -2.283
O 0.944 -2.925 -0.741
H 0.948 -3.937 -0.843
H 1.586 -2.705 -1.413
O -2.018 -0.435 3.043
H -1.505 -0.906 3.706
H -1.766 0.497 3.172
```

Net charge   +1
HOMO energy   -12.5 eV
Molar mass   180.17 g mol⁻¹
Kohn-Sham gap   9.11 eV

Atom charges from the Mulliken analysis, given in e for atoms 1 to 4:
1 N -0.228
2 H 0.306
3 H 0.292
4 H 0.189

***

C:
Here is a cluster of 10 separate species, H22NO9 in total from the OMol25 dataset. Energies are from ωB97M-V with the def2-TZVPD basis set.

Structure (XYZ):
```
32
H22NO9 ωB97M-V with the def2-TZVPD basis set
N 1.570 0.725 0.179
H 2.467 1.296 0.235
H 1.639 -0.148 0.747
H 0.822 1.382 0.506
H 1.350 0.474 -0.779
H -1.017 0.812 -1.730
H -2.201 0.605 -0.848
O -1.717 1.263 -1.333
H 0.703 0.089 -3.189
H 0.233 -1.001 -2.171
O 0.459 -0.055 -2.237
H 4.662 2.249 0.773
H 3.867 3.333 0.089
O 3.890 2.344 0.253
H -0.999 2.298 -0.195
H -0.555 3.726 0.237
O -0.437 2.798 0.439
H 0.229 -0.806 2.164
H 1.038 -1.928 2.838
O 0.751 -1.596 1.997
H -0.339 -2.422 0.993
H -1.264 -3.696 0.808
O -1.077 -2.788 0.454
H -3.504 -0.725 0.633
H -2.200 -1.462 0.359
O -2.648 -0.611 0.351
H -0.919 1.565 2.068
H -1.544 0.307 1.288
O -0.746 0.624 1.786
H -0.392 -2.698 -1.102
H -0.597 -3.083 -2.625
O -0.034 -2.634 -2.004
```

Net charge   +1
HOMO energy   -14.1 eV
Molar mass   180.17 g mol⁻¹
Kohn-Sham gap   11.56 eV

Atom charges from the Mulliken analysis, given in e for atoms 1 to 4:
1 N -0.206
2 H 0.482
3 H 0.334
4 H 0.302

***

C ends up most stable, edging out the next structure by 4.330 eV.